Below is a cluster of 13 separate species, C45H90O27 in total in a non-equilibrium geometry, with properties calculated with ωB97M-V/def2-TZVPD.

Last column: Löwdin charge in e.
Geometry (Å):
C (3.063, -3.576, 0.276)  -0.16
C (1.962, -4.486, 0.776)  -0.16
C (2.731, -5.769, 1.245)  -0.19
O (3.915, -5.736, 0.466)  -0.13
C (4.373, -4.383, 0.404)  -0.17
H (3.037, -2.649, 0.849)  0.09
H (2.911, -3.302, -0.768)  0.10
H (1.262, -4.728, -0.023)  0.09
H (1.335, -4.031, 1.543)  0.11
H (2.056, -6.607, 1.072)  0.09
H (2.940, -5.849, 2.311)  0.11
H (4.978, -4.235, -0.490)  0.12
H (4.909, -4.109, 1.313)  0.09
C (2.653, 1.133, -3.333)  -0.22
C (3.816, 0.719, -4.120)  -0.18
C (5.005, 1.431, -3.461)  -0.16
O (4.428, 2.435, -2.607)  -0.15
C (2.983, 2.472, -2.755)  -0.18
H (2.462, 0.392, -2.557)  0.10
H (1.739, 1.195, -3.923)  0.12
H (3.746, 1.037, -5.160)  0.11
H (3.963, -0.353, -4.248)  0.11
H (5.778, 1.788, -4.142)  0.12
H (5.405, 0.752, -2.708)  0.10
H (2.733, 3.178, -3.546)  0.11
H (2.462, 2.728, -1.832)  0.11
C (1.514, -2.581, -3.970)  -0.18
C (1.483, -2.669, -5.488)  -0.15
C (0.410, -3.795, -5.642)  -0.18
O (-0.553, -3.276, -4.746)  -0.14
C (0.059, -2.631, -3.657)  -0.23
H (2.043, -1.699, -3.609)  0.09
H (1.982, -3.495, -3.604)  0.12
H (2.445, -2.879, -5.954)  0.11
H (1.088, -1.779, -5.976)  0.11
H (0.711, -4.793, -5.323)  0.11
H (0.095, -4.017, -6.662)  0.12
H (-0.099, -3.272, -2.790)  0.12
H (-0.283, -1.611, -3.481)  0.11
C (-1.522, 1.563, 3.309)  -0.16
C (-2.566, 0.836, 2.488)  -0.16
C (-2.802, -0.470, 3.213)  -0.19
O (-2.308, -0.137, 4.506)  -0.13
C (-1.043, 0.536, 4.320)  -0.16
H (-2.047, 2.344, 3.858)  0.11
H (-0.714, 2.097, 2.809)  0.09
H (-2.132, 0.701, 1.497)  0.09
H (-3.440, 1.486, 2.437)  0.11
H (-2.378, -1.399, 2.832)  0.11
H (-3.883, -0.612, 3.234)  0.11
H (-0.204, -0.112, 4.068)  0.11
H (-0.759, 0.987, 5.271)  0.12
C (0.349, -1.108, -0.398)  -0.17
C (-0.374, 0.058, -1.080)  -0.16
C (0.053, 1.243, -0.283)  -0.21
O (0.609, 0.722, 0.925)  -0.14
C (0.244, -0.681, 0.994)  -0.20
H (1.412, -1.167, -0.631)  0.10
H (-0.103, -2.085, -0.569)  0.11
H (-1.419, -0.237, -0.986)  0.10
H (-0.106, 0.276, -2.114)  0.10
H (-0.754, 1.956, -0.113)  0.10
H (0.902, 1.682, -0.807)  0.09
H (-0.749, -0.899, 1.386)  0.10
H (0.920, -1.236, 1.646)  0.12
C (-3.501, -3.175, -3.523)  -0.16
C (-4.867, -3.883, -3.492)  -0.13
C (-5.872, -2.755, -3.118)  -0.18
O (-5.148, -1.548, -3.300)  -0.15
C (-3.811, -1.791, -2.960)  -0.22
H (-3.196, -3.185, -4.569)  0.10
H (-2.663, -3.669, -3.031)  0.10
H (-4.769, -4.647, -2.721)  0.10
H (-5.073, -4.240, -4.501)  0.11
H (-6.245, -2.725, -2.094)  0.11
H (-6.740, -2.735, -3.776)  0.11
H (-3.830, -1.702, -1.874)  0.09
H (-3.111, -0.998, -3.226)  0.11
C (7.430, -1.747, 2.841)  -0.11
O (6.910, -0.610, 2.302)  -0.01
C (6.175, -0.632, 1.120)  -0.52
O (6.114, -1.556, 0.318)  0.11
O (5.419, 0.449, 1.124)  0.02
C (4.218, 0.489, 0.270)  0.01
H (6.733, -2.580, 2.929)  0.08
H (7.834, -1.555, 3.835)  0.10
H (8.295, -2.181, 2.340)  0.09
H (3.465, -0.235, 0.582)  0.08
H (4.430, 0.278, -0.778)  0.07
H (3.724, 1.458, 0.206)  0.09
C (-6.816, 0.741, 1.864)  -0.01
O (-6.214, 1.490, 0.807)  0.01
C (-5.300, 0.988, 0.028)  -0.58
O (-5.030, -0.199, -0.087)  0.10
O (-4.801, 2.006, -0.746)  0.00
C (-3.673, 1.714, -1.600)  -0.02
H (-6.082, 0.674, 2.668)  0.09
H (-7.084, -0.269, 1.555)  0.09
H (-7.732, 1.261, 2.142)  0.10
H (-2.897, 1.077, -1.176)  0.07
H (-3.160, 2.660, -1.773)  0.06
H (-3.990, 1.259, -2.538)  0.10
C (4.204, -3.393, 4.291)  -0.03
O (3.163, -2.434, 4.024)  0.00
C (3.398, -1.132, 4.209)  -0.51
O (4.451, -0.728, 4.675)  0.10
O (2.429, -0.309, 3.631)  -0.03
C (2.732, 1.060, 3.496)  -0.07
H (5.030, -3.130, 4.951)  0.10
H (4.419, -3.918, 3.360)  0.07
H (3.763, -4.163, 4.923)  0.09
H (2.083, 1.719, 4.073)  0.08
H (2.642, 1.339, 2.447)  0.07
H (3.712, 1.400, 3.831)  0.10
C (0.949, 5.962, -3.416)  -0.01
O (-0.032, 4.955, -3.700)  -0.05
C (-0.575, 4.122, -2.773)  -0.54
O (-0.127, 3.943, -1.640)  0.09
O (-1.599, 3.469, -3.287)  -0.01
C (-2.218, 3.774, -4.533)  -0.03
H (1.888, 5.408, -3.439)  0.09
H (0.721, 6.518, -2.507)  0.10
H (0.936, 6.665, -4.248)  0.09
H (-2.997, 3.038, -4.732)  0.10
H (-1.560, 3.828, -5.400)  0.10
H (-2.666, 4.768, -4.507)  0.10
C (-3.541, -3.099, 0.652)  -0.09
O (-2.971, -4.118, 1.400)  0.00
C (-1.970, -4.840, 0.800)  -0.52
O (-1.488, -4.577, -0.317)  0.08
O (-1.630, -5.809, 1.640)  0.01
C (-0.745, -6.861, 1.253)  -0.02
H (-2.902, -2.267, 0.353)  0.08
H (-4.287, -2.583, 1.256)  0.09
H (-4.103, -3.481, -0.200)  0.09
H (0.038, -6.440, 0.623)  0.06
H (-1.180, -7.670, 0.666)  0.10
H (-0.371, -7.192, 2.222)  0.11
C (0.617, 4.516, 1.614)  -0.04
O (1.552, 5.318, 2.285)  0.02
C (1.910, 4.992, 3.510)  -0.57
O (1.457, 4.060, 4.191)  0.08
O (2.914, 5.788, 3.907)  0.00
C (3.381, 5.666, 5.262)  -0.04
H (0.414, 5.077, 0.702)  0.09
H (-0.337, 4.438, 2.134)  0.09
H (1.011, 3.514, 1.440)  0.09
H (2.563, 5.643, 5.983)  0.09
H (3.886, 6.564, 5.617)  0.09
H (3.993, 4.770, 5.362)  0.10
C (-6.481, 5.578, 3.116)  -0.02
O (-5.781, 5.237, 1.915)  0.01
C (-4.513, 4.983, 1.946)  -0.60
O (-3.787, 4.879, 2.985)  0.06
O (-4.151, 4.943, 0.681)  0.03
C (-2.764, 4.605, 0.504)  -0.03
H (-6.444, 6.658, 3.261)  0.10
H (-6.199, 5.045, 4.024)  0.09
H (-7.458, 5.119, 2.965)  0.09
H (-2.723, 4.205, -0.509)  0.06
H (-2.336, 3.841, 1.152)  0.09
H (-2.190, 5.516, 0.334)  0.10

Calculated values
E_HOMO, eV: -9.2
Orbital gap, eV: 9.46
Energy above the lowest of the compared OMol25 structures with the same formula, charge and spin, kJ/mol: 322.1
Total charge: 0
LUMO level, eV: 0.3